ORCA calculation (wB97M-V/def2-TZVPD) on the molecule C23H24N2O5S at a distorted geometry.

Geometry as XYZ:
```
55
Properties=species:S:1:pos:R:3:forces:R:3:mulliken_charge:R:1
C 2.92666 5.17013 3.42542 -0.036 0.200 0.043 -0.89
O 3.13548 3.81663 3.10174 -0.013 -0.342 -0.092 -0.46
C 2.09355 3.11364 2.57186 -0.153 -0.058 -0.072 0.34
C 0.83691 3.62310 2.29253 0.447 0.194 0.172 -0.80
C -0.13065 2.79807 1.74215 -0.090 -0.170 -0.101 -0.85
C 0.11849 1.46276 1.46434 0.054 0.246 0.181 -0.18
N -0.82807 0.61559 0.87113 0.207 -0.324 0.023 0.09
C -2.12436 0.91072 0.59252 0.132 -0.011 0.088 0.65
O -2.66939 1.95308 0.91218 -0.006 0.041 0.027 -0.71
C -2.90989 -0.12873 -0.14899 -0.237 -0.202 -0.247 0.11
C -4.29571 -0.01098 -0.02234 0.096 0.077 0.063 -0.99
C -5.16211 -0.83406 -0.71073 0.039 -0.024 0.000 -0.62
C -4.65367 -1.77902 -1.58653 0.079 0.007 -0.068 -0.91
C -3.28596 -1.89982 -1.74133 -0.124 0.141 -0.049 -0.01
C -2.40728 -1.10816 -1.01029 -0.761 0.093 0.168 0.07
N -1.00331 -1.31540 -1.17632 0.010 -0.851 0.184 0.63
C -0.43443 -0.60935 -2.33184 0.373 0.190 -0.471 -1.34
C 0.99769 -0.22133 -2.08836 0.107 0.119 -0.180 0.63
C 2.02868 -1.08747 -2.43707 0.018 0.141 -0.148 -0.63
C 3.34614 -0.74292 -2.18664 0.052 -0.074 0.003 -0.39
C 3.64616 0.47086 -1.58958 0.063 0.010 0.019 -0.78
C 2.62613 1.34683 -1.26004 0.017 0.086 0.018 -0.58
C 1.30923 1.00375 -1.51308 0.006 -0.061 -0.117 -0.29
S -0.59785 -2.96616 -1.10789 0.839 -0.432 0.836 1.20
C 0.85710 -2.96460 -0.04512 -0.710 0.076 -0.536 -0.69
O -1.62400 -3.66365 -0.39509 -0.067 0.146 0.196 -0.68
O -0.22962 -3.44199 -2.41196 0.140 0.249 -0.163 -0.66
C 1.39452 0.94193 1.76480 -0.085 0.031 0.080 0.62
O 1.59878 -0.38957 1.49909 -0.427 0.503 -0.026 -0.29
C 2.86191 -0.92266 1.82371 0.250 -0.077 0.058 -1.09
C 2.36016 1.76933 2.30340 0.104 -0.010 0.044 0.08
H 2.13531 5.28642 4.17251 0.016 -0.002 -0.036 0.35
H 2.67842 5.76204 2.53864 -0.008 -0.022 0.033 0.34
H 3.86927 5.52278 3.84112 -0.088 0.024 -0.024 0.26
H 0.58803 4.65256 2.48979 0.005 0.110 0.034 0.42
H -1.10500 3.20098 1.52614 0.005 -0.030 0.000 0.54
H -0.47246 -0.27826 0.55361 -0.147 0.123 -0.029 -0.02
H -4.66958 0.75887 0.63608 -0.009 0.041 0.007 0.46
H -6.22813 -0.73039 -0.57731 -0.085 0.015 0.017 0.41
H -5.31642 -2.41621 -2.15180 -0.050 -0.068 -0.050 0.40
H -2.87304 -2.62747 -2.42365 -0.076 -0.073 -0.096 0.51
H -1.03965 0.28512 -2.49914 0.022 -0.148 0.076 0.61
H -0.50114 -1.25736 -3.21356 -0.087 0.220 0.016 0.58
H 1.78809 -2.03022 -2.90698 0.002 -0.092 -0.060 0.48
H 4.14036 -1.42191 -2.46047 0.069 -0.058 -0.035 0.43
H 4.67443 0.73787 -1.39344 0.087 0.033 0.008 0.43
H 2.85266 2.29894 -0.80385 0.017 0.092 0.044 0.45
H 0.51934 1.69724 -1.26706 -0.104 0.080 0.041 0.41
H 1.22757 -3.98207 -0.01625 -0.036 -0.207 -0.085 0.57
H 0.52722 -2.64634 0.93423 -0.038 0.091 0.170 0.28
H 1.59442 -2.28996 -0.45726 0.094 0.071 0.029 -0.03
H 2.81025 -1.98655 1.60193 0.039 0.034 0.009 0.24
H 3.08868 -0.78862 2.88540 -0.021 -0.014 -0.039 0.44
H 3.65067 -0.46488 1.21908 -0.036 -0.020 0.028 0.36
H 3.34972 1.41524 2.53648 0.107 -0.113 0.009 0.47
```
Forces are in eV/Å.

Properties
SMILES string: COc1ccc(NC(=O)c2ccccc2N(Cc2ccccc2)S(C)(=O)=O)c(OC)c1
Total energy (Ha): -1774.73869
Molecular weight (Da): 440.5
LUMO level (eV): 0.55
ΔE to the lowest compared entry with this formula, charge and spin (kJ/mol): 173.85
Strongest force on any atom (eV/A): 1.3